No. 1
Density functional theory data (ωB97M-V with the def2-TZVPD basis set) for an isolated molecule of C21H17ClN2O2.

Last column: Löwdin charge in e.
Positions of all 43 atoms, in Å:
O -6.0321 0.1819 1.0244  0.0643
C -4.8302 0.0388 0.9755  -0.4883
C -3.9224 0.2350 2.1815  -0.0475
C -2.7843 1.1707 1.8810  -0.2423
C -3.0399 2.3931 1.2697  -0.0414
C -2.0030 3.2500 0.9501  -0.0828
C -0.6960 2.8983 1.2423  -0.0943
C -0.4348 1.6938 1.8714  -0.0784
C -1.4728 0.8379 2.1926  -0.0496
N -4.2201 -0.2795 -0.1990  0.1319
C -2.8424 -0.4507 -0.4394  -0.2650
C -2.1830 0.3947 -1.3262  -0.0119
C -0.8264 0.2629 -1.5302  -0.0143
C -0.1014 -0.7215 -0.8601  -0.2190
N 1.2746 -0.7880 -1.0884  0.1393
C 2.2091 -1.5466 -0.4430  -0.4164
O 1.9709 -2.3060 0.4708  0.0875
C 3.5988 -1.3447 -0.9615  -0.1326
C 3.8777 -1.1111 -2.3051  -0.0370
C 5.1893 -0.9669 -2.7228  -0.0693
C 6.2311 -1.0443 -1.8148  -0.1002
C 5.9484 -1.2898 -0.4791  -0.6595
Cl 7.2416 -1.4019 0.6590  0.6857
C 4.6432 -1.4503 -0.0490  -0.0379
C -0.7702 -1.6025 -0.0154  -0.0011
C -2.1294 -1.4671 0.1852  -0.0195
H -4.5502 0.6455 2.9768  0.1336
H -3.5436 -0.7309 2.5174  0.1181
H -4.0598 2.6670 1.0390  0.1231
H -2.2148 4.1945 0.4704  0.1021
H 0.1148 3.5647 0.9866  0.0993
H 0.5810 1.4154 2.1113  0.1054
H -1.2581 -0.1014 2.6808  0.1174
H -4.8251 -0.2297 -1.0092  0.1587
H -2.7353 1.1690 -1.8371  0.1211
H -0.3187 0.9368 -2.2060  0.1143
H 1.6197 -0.1209 -1.7647  0.1328
H 3.0822 -1.0771 -3.0354  0.1124
H 5.4051 -0.7948 -3.7664  0.1081
H 7.2533 -0.9265 -2.1376  0.1058
H 4.4184 -1.6586 0.9854  0.1198
H -0.2206 -2.3818 0.4845  0.1044
H -2.6447 -2.1573 0.8348  0.1232

Summary:
- structure (SMILES) = O=C(Cc1ccccc1)Nc1ccc(NC(=O)c2cccc(Cl)c2)cc1
- LUMO energy (eV) = 0.204
- net charge = 0
- electronic energy (eV) = -41652.1114
- E_HOMO (eV) = -8.40
- 2S+1 = 1

---

No. 2
Density functional theory data (ωB97M-V with the def2-TZVPD basis set) for an isolated molecule of C21H17ClN4O4S2 at a distorted geometry.

Last column: Löwdin charge in e.
Positions of all 49 atoms, in Å:
C -0.3705 3.3918 7.8640  -0.0533
O 0.9914 3.3514 7.3321  -0.1025
C 1.1279 2.6899 6.0986  -0.1831
C 1.8810 3.3353 5.1250  0.0339
C 1.9736 2.7578 3.8432  0.0197
C 1.3274 1.5541 3.5607  -0.3645
N 1.1557 1.0915 2.2586  0.0567
C 1.7824 -0.0744 1.8400  -0.7433
S 3.0889 -0.7976 2.5861  0.6415
N 1.5110 -0.6511 0.6302  0.0557
C 0.4620 -0.1800 -0.1640  -0.2360
C -0.0345 -0.7256 -1.4187  -0.0327
C -1.0437 0.0285 -1.9608  -0.3895
C -1.8357 -0.2615 -3.2029  -0.4336
O -2.7926 0.4605 -3.4885  0.0334
N -1.5133 -1.2975 -4.1103  0.0812
C -2.1860 -1.5324 -5.3721  -0.1517
C -1.1926 -2.0270 -6.3631  -0.2040
C -0.8270 -1.3146 -7.5133  -0.0215
C 0.1360 -1.8168 -8.3795  -0.0871
C 0.7468 -3.0714 -8.1395  -0.6457
Cl 1.9605 -3.6800 -9.2426  0.6515
C 0.3734 -3.7852 -7.0051  -0.1116
C -0.6094 -3.3045 -6.1656  -0.0409
S -1.4374 1.4259 -0.9422  1.1576
C -0.2080 0.9637 0.2148  -0.3669
C 0.1359 1.6622 1.4551  -0.3606
O -0.5583 2.6289 1.8003  0.0705
N 0.6673 0.8971 4.4840  0.2225
C 0.5621 1.4233 5.7415  -0.1940
O -0.1524 0.7338 6.7192  -0.0869
C -0.6062 -0.5835 6.3103  -0.0672
H -1.1032 3.3509 7.0370  0.0992
H -0.4882 4.3315 8.4282  0.0898
H -0.5098 2.5218 8.5469  0.0918
H 2.3082 4.3197 5.3854  0.1364
H 2.5721 3.2672 3.0619  0.1307
H 2.0190 -1.4778 0.3517  0.1262
H 0.3007 -1.6828 -1.8353  0.1195
H -0.7498 -1.9239 -3.8860  0.1176
H -2.6886 -0.6762 -5.7550  0.1138
H -3.0210 -2.1814 -5.2876  0.1190
H -1.2390 -0.3385 -7.7054  0.1146
H 0.3972 -1.2620 -9.2442  0.0925
H 0.8395 -4.7616 -6.8896  0.1067
H -0.9517 -3.8953 -5.3021  0.1235
H 0.2293 -1.3120 6.2695  0.0944
H -1.0858 -0.6004 5.3424  0.0688
H -1.3445 -0.9719 7.0869  0.1078

Summary:
- structure (SMILES) = COc1ccc(-n2c(=S)[nH]c3cc(C(=O)NCc4ccc(Cl)cc4)sc3c2=O)nc1OC
- LUMO energy (eV) = -0.698
- net charge = 0
- electronic energy (eV) = -70395.7559
- E_HOMO (eV) = -8.47
- 2S+1 = 1

---

No. 3
Density functional theory data (ωB97M-V with the def2-TZVPD basis set) for a structure of composition C21H17F2N3O6RuSe at a distorted geometry.

Last column: Löwdin spin population.
Positions of all 51 atoms, in Å:
Ru 0.7308 0.3326 0.7311  2.2452
C -1.7859 1.4856 5.7977  0.0002
O -2.1786 2.1279 4.5321  0.0011
C -2.1745 1.2556 3.4964  0.0028
O -3.1348 1.0353 2.7403  0.0035
N -0.9415 0.7046 3.2794  0.0128
N -0.8962 -0.0981 2.0948  0.0222
H -2.0046 0.4154 5.7117  0.0001
H -2.3312 2.0734 6.5732  0.0000
H -0.6593 1.6210 5.9872  0.0000
H -0.0676 0.8477 3.8474  0.0001
H -1.8513 0.0749 1.7030  0.0019
H -0.8535 -1.0872 2.3226  0.0002
F 5.7792 -0.3475 -1.1479  0.0127
C 4.5352 0.0761 -1.3828  0.0467
C 3.5654 -0.1832 -0.3959  0.0073
C 2.3230 0.3924 -0.6332  0.0529
C 1.9970 1.2302 -1.7250  0.0313
C 2.9771 1.3682 -2.6803  0.0343
F 2.7756 2.1577 -3.7539  0.0076
C 4.2654 0.8572 -2.5477  0.0081
C 0.6781 1.8762 -1.6698  0.1576
C 0.2689 2.9605 -2.4888  -0.0015
C -0.9698 3.5273 -2.3245  0.1811
C -1.8778 2.9236 -1.4329  0.0186
C -1.4844 1.7982 -0.7499  0.1370
N -0.1655 1.3782 -0.7399  0.2198
H 3.7527 -0.8833 0.4275  -0.0007
H 4.9733 1.0063 -3.3378  -0.0004
H 0.9682 3.2426 -3.2766  -0.0035
H -1.3040 4.2987 -3.0622  0.0102
H -2.8844 3.2924 -1.3418  -0.0013
H -2.1233 1.0576 -0.3101  0.0116
C -0.0431 -1.2508 0.0204  -0.0045
C -0.5703 -2.2512 -0.5042  0.2424
C -1.1340 -3.1829 -1.3470  0.0305
C -0.4863 -3.6814 -2.4609  0.0491
C -1.1806 -4.2742 -3.4616  -0.0060
C -2.5534 -4.5042 -3.3094  0.0692
C -3.1305 -4.2927 -2.0879  -0.0017
C -2.4552 -3.6373 -1.0829  0.0635
H 0.6201 -3.5895 -2.4894  0.0016
H -0.6255 -4.5538 -4.4041  -0.0011
H -3.1156 -4.8715 -4.1999  0.0032
H -4.1000 -4.6222 -1.8255  -0.0016
H -2.8708 -3.3485 -0.1380  0.0027
O 1.7254 1.5279 4.1644  0.0068
Se 2.4501 1.1100 2.7207  0.0020
O 1.8390 -0.4831 2.1411  0.1986
O 1.6833 2.1002 1.3709  0.1203
O 4.0456 0.9874 2.6501  0.0054

Summary:
- ⟨S²⟩ = 6.09
- LUMO energy (alpha / beta) (eV) = -0.318 / -3.563
- net charge = 0
- electronic energy (eV) = -112160.4987
- E_HOMO (alpha / beta) (eV) = -5.12 / -8.45
- 2S+1 = 5